Record 1
{"formula": "C5H12Cl4N4O8", "method": "ωB97M-V/def2-TZVPD", "elements": ["C", "N", "O", "O", "H", "H", "H", "C", "N", "O", "O", "H", "H", "H", "C", "N", "O", "O", "H", "H", "H", "C", "N", "O", "O", "H", "H", "H", "Cl", "C", "Cl", "Cl", "Cl"], "coordinates": [[-2.0453, -2.9674, -1.0169], [-1.0271, -3.3714, 0.0046], [-0.5331, -4.4064, -0.1485], [-0.7864, -2.6057, 0.8764], [-2.3589, -3.8712, -1.5393], [-1.5818, -2.2888, -1.7330], [-2.9534, -2.5240, -0.6084], [3.3258, 2.4290, 3.9526], [2.8291, 1.1747, 3.2535], [3.1137, 0.1194, 3.7692], [2.1150, 1.2893, 2.2400], [4.3817, 2.5170, 3.6969], [3.0944, 2.5442, 5.0115], [2.7900, 3.3087, 3.5958], [-4.5382, -0.1961, -2.5054], [-5.2951, -1.3852, -2.0642], [-5.5723, -2.2071, -2.9284], [-5.3678, -1.5014, -0.8279], [-3.5716, -0.0514, -2.0228], [-5.1779, 0.5243, -1.9956], [-4.3175, -0.1453, -3.5716], [0.4357, -0.0951, -0.1393], [-0.7675, 0.5965, -0.7154], [-0.6570, 1.4795, -1.5293], [-1.8417, 0.2658, -0.2751], [0.2351, -0.3443, 0.9027], [1.1966, 0.6828, -0.0765], [0.6763, -0.9527, -0.7677], [5.4050, 3.4555, 0.7071], [4.8149, 2.4370, -0.5562], [3.0535, 2.3449, -0.6493], [5.4110, 2.9501, -2.1119], [5.5149, 0.7948, -0.2274]], "atomic_forces_ev_per_a": [[-0.84, -0.34, -0.81], [-2.82, 2.58, -1.23], [2.23, -4.48, -0.64], [0.43, 1.78, 1.96], [0.31, 0.03, 0.03], [0.10, 0.01, 0.23], [0.49, 0.23, 0.51], [-0.39, 1.08, -0.71], [-1.52, 0.28, -0.11], [0.22, 0.24, -0.20], [1.32, 0.17, 1.52], [-0.11, -0.09, 0.33], [0.38, -1.37, 0.11], [0.08, -0.33, -0.91], [-0.21, 1.16, 0.62], [2.57, -1.48, 0.47], [-0.60, 0.45, 1.26], [-0.81, -0.29, -2.00], [-0.12, -0.80, 0.57], [0.25, 1.01, -0.99], [-1.02, -0.01, 0.08], [0.24, 1.11, 0.42], [-0.30, -0.02, 0.72], [0.95, 0.24, -0.63], [-0.79, -0.69, 0.33], [-0.37, -0.38, -0.44], [0.17, -0.46, -0.55], [0.10, 0.24, 0.15], [-0.13, 0.77, 0.54], [0.18, -1.42, -0.34], [0.29, 0.20, 0.23], [0.23, 0.34, -0.42], [-0.49, 0.25, -0.11]], "lowdin_charge": [0.04, -0.49, 0.11, 0.07, 0.10, 0.09, 0.08, 0.04, -0.40, 0.08, 0.00, 0.09, 0.10, 0.09, 0.03, -0.43, 0.07, 0.04, 0.07, 0.11, 0.10, 0.04, -0.44, 0.06, 0.05, 0.09, 0.01, 0.10, 0.56, -2.06, 0.58, 0.54, 0.48], "gap_ev": 10.90, "smiles": "C[N+](=O)[O-].C[N+](=O)[O-].C[N+](=O)[O-].C[N+](=O)[O-].ClC(Cl)(Cl)Cl", "e_tot_ha": -2858.984294}

---

Record 2
{"formula": "C5H12ClN2O2P", "method": "ωB97M-V/def2-TZVPD", "elements": ["C", "C", "C", "C", "C", "N", "N", "O", "O", "P", "Cl", "H", "H", "H", "H", "H", "H", "H", "H", "H", "H", "H", "H"], "coordinates": [[-1.2059, -0.4807, -2.0331], [0.1556, -0.4545, -2.8294], [-1.3850, -1.9686, -1.6232], [0.3878, 1.5573, 3.8749], [-0.0664, 2.4164, 2.6830], [1.2121, -1.2716, -2.2444], [0.8437, 2.3645, 1.6018], [2.0178, -2.7933, -0.2834], [-0.3653, -2.6085, -0.9808], [1.0288, -1.8260, -0.6351], [1.4491, 0.8161, 1.2261], [-1.0818, 0.1834, -1.2547], [-1.9560, -0.0392, -2.8024], [-0.1041, -0.8101, -3.9385], [0.3962, 0.7136, -2.9773], [-2.3685, -1.9189, -0.9094], [-1.4924, -2.4757, -2.5054], [1.3088, 2.0757, 4.2946], [-0.4761, 1.2886, 4.6419], [0.8317, 0.5699, 3.6769], [-1.0764, 2.0270, 2.5535], [-0.1893, 3.5033, 2.7761], [2.1356, -0.8687, -2.3118]], "atomic_forces_ev_per_a": [[1.64, -1.47, -3.49], [-1.28, 2.42, -2.61], [-4.20, 3.29, 2.52], [0.58, 0.34, 2.63], [-0.44, -1.19, 0.79], [0.30, 1.01, 0.63], [0.50, -0.34, -1.35], [2.65, -1.73, 1.35], [1.26, 0.10, 2.06], [-2.94, 0.53, -2.46], [-0.34, 0.47, 0.07], [-0.12, 1.31, 2.08], [0.80, -1.21, 1.65], [0.83, 0.43, 2.26], [0.04, -2.58, 0.43], [2.02, -0.85, -1.81], [-1.18, -1.52, -2.18], [-1.43, -0.44, 0.39], [1.92, 1.22, -1.36], [-0.63, 0.35, -0.83], [-0.27, -0.06, -1.23], [0.11, -0.28, 0.92], [0.17, 0.20, -0.47]], "lowdin_charge": [-0.18, -0.29, -0.30, -0.16, -0.42, -0.13, -0.40, -0.30, -0.24, 0.60, 0.58, 0.05, 0.15, 0.14, 0.14, 0.17, 0.09, 0.08, 0.11, 0.02, 0.10, 0.11, 0.08], "gap_ev": [8.23, 7.48], "de_lowest_ev": 4.263, "e_tot_ha": -1259.098466}

---

Record 3
{"formula": "C5H12CrF5N5O15S3", "method": "ωB97M-V/def2-TZVPD", "elements": ["Cr", "C", "F", "F", "F", "S", "O", "O", "O", "N", "S", "O", "O", "F", "S", "O", "O", "F", "C", "N", "O", "O", "H", "H", "H", "C", "N", "O", "O", "H", "H", "H", "C", "N", "O", "O", "H", "H", "H", "C", "N", "O", "O", "H", "H", "H"], "coordinates": [[0.3094, -0.5058, -0.1441], [0.4532, 3.6891, 1.1840], [1.3619, 3.0052, 2.0281], [0.0721, 4.7818, 1.7749], [1.0494, 3.9801, 0.0213], [-1.0727, 2.5123, 0.9231], [-1.5616, 2.2045, 2.3018], [-2.0003, 3.2189, 0.0879], [-0.4946, 1.2678, 0.2649], [1.7756, -1.8170, -0.4997], [1.7755, -3.3480, -0.7682], [1.9306, -4.2013, 0.4066], [2.1393, -3.9434, -2.0469], [0.2041, -3.3562, -0.8500], [3.5139, -1.8143, -0.8440], [3.8777, -1.4931, -2.2059], [4.3526, -2.6210, 0.0405], [4.0039, -0.4599, -0.2201], [-3.1039, -2.9732, 1.5683], [-2.6438, -1.8064, 0.7284], [-3.3826, -0.8400, 0.5604], [-1.4579, -1.7273, 0.3845], [-4.1162, -3.1653, 1.2127], [-3.0118, -2.6577, 2.6076], [-2.4708, -3.8603, 1.5471], [-3.2137, -0.1627, -3.1636], [-1.8703, 0.3527, -2.7304], [-1.3069, -0.2429, -1.8467], [-1.3853, 1.2108, -3.3626], [-3.4334, -0.7196, -2.2527], [-2.9837, -0.7095, -4.0780], [-3.7985, 0.7335, -3.3708], [0.3734, 0.1438, 4.4329], [0.0234, -0.5931, 3.1982], [-0.8980, -1.3628, 3.1643], [0.5964, -0.5363, 2.0932], [0.3038, -0.3683, 5.3927], [-0.2951, 0.9945, 4.3011], [1.4114, 0.3394, 4.1639], [1.9362, 2.6412, -2.8390], [2.4446, 2.0600, -1.5748], [3.4156, 2.5765, -1.1026], [1.7342, 1.1628, -1.1359], [1.4136, 3.5784, -2.6476], [1.1795, 2.0067, -3.3004], [2.8496, 2.8256, -3.4045]], "atomic_forces_ev_per_a": [[-0.68, 1.93, 0.28], [0.20, -2.70, 0.55], [-1.32, 1.28, -1.61], [-0.02, 0.48, 0.24], [-0.07, -0.16, 0.60], [-0.46, -2.13, 2.23], [1.46, 0.66, -2.45], [0.61, 0.08, -0.20], [-0.88, 2.53, 0.89], [0.73, 2.60, 0.38], [0.90, -3.40, -1.04], [0.25, 0.59, -0.17], [-0.84, 0.09, 0.31], [-1.21, -0.37, -0.47], [4.47, -1.59, 0.07], [-1.31, -0.56, 0.10], [-0.66, -0.17, -0.41], [-1.60, 1.68, 0.82], [-0.12, 0.05, -0.23], [1.19, 2.56, 0.15], [-0.01, -2.01, 0.27], [-0.88, -1.60, 0.52], [0.08, -0.04, 0.50], [-0.54, 0.47, -0.17], [0.21, 0.34, -0.91], [1.00, 0.60, 1.03], [-0.67, -1.27, -0.51], [0.32, -1.09, 0.97], [1.17, 2.55, -1.49], [-1.05, -0.31, -0.69], [-0.36, -0.26, 0.27], [-0.24, -0.38, 0.14], [0.41, 0.40, -2.23], [2.81, 3.32, 4.60], [-5.05, -4.43, -0.75], [1.96, -0.14, -2.49], [-0.31, -0.44, -0.49], [0.38, 0.54, 0.82], [0.11, 0.74, 0.64], [0.12, 0.36, -0.71], [-1.48, 0.63, -0.97], [0.03, -0.75, 0.68], [0.87, -0.47, 0.78], [0.37, 0.08, 0.46], [0.54, -0.31, 0.07], [-0.42, 0.01, -0.37]], "mulliken_spin": [4.07, 0.00, 0.00, 0.00, 0.00, 0.00, 0.00, 0.00, -0.02, 0.51, 0.15, 0.39, 0.33, 0.01, 0.20, 0.10, 0.19, 0.00, 0.00, 0.00, 0.02, -0.02, 0.00, 0.00, 0.00, 0.00, 0.01, 0.01, 0.01, 0.00, 0.00, 0.00, -0.02, 0.59, 0.86, 0.53, 0.01, 0.02, 0.01, 0.00, 0.00, 0.00, 0.01, 0.00, 0.00, 0.00], "multiplicity": 9, "s_squared": 20.033, "gap_ev": [5.55, 5.56], "de_lowest_ev": 0.000, "e_tot_ha": -4337.726597}

---

Record 4
{"formula": "C5H12IN2", "method": "ωB97M-V/def2-TZVPD", "elements": ["C", "C", "C", "C", "C", "N", "N", "I", "H", "H", "H", "H", "H", "H", "H", "H", "H", "H", "H", "H"], "coordinates": [[0.6115, 0.7852, -0.3481], [1.6135, -2.1397, 0.3373], [-1.0510, 2.2823, 0.5055], [-1.5865, -0.1144, 0.2954], [1.4501, -1.4042, -0.9576], [-0.6087, 0.9148, 0.0768], [1.5498, 1.6540, -0.6807], [3.1157, -1.2402, -2.2348], [2.4173, -2.8789, 0.0210], [0.6369, -2.7269, 0.5294], [1.9455, -1.6030, 1.2095], [-1.2808, 2.9285, -0.4602], [-1.9775, 2.3470, 1.1265], [-0.1863, 2.6290, 1.0227], [-2.3598, -0.0459, -0.5141], [-1.1818, -1.0661, 0.2920], [-2.1099, 0.1055, 1.1460], [0.6521, -1.2996, -1.6235], [2.4126, 1.3298, -1.2404], [1.5156, 2.6285, -0.4877]], "atomic_forces_ev_per_a": [[1.58, -3.43, -1.85], [-0.96, -2.53, -1.78], [-0.86, 0.90, -2.50], [-0.84, 0.82, -3.17], [0.75, 3.15, 1.04], [0.32, 2.08, 0.84], [0.86, -1.01, -0.59], [-0.28, 0.37, 0.59], [-0.94, 0.47, 1.07], [1.58, 0.94, 0.02], [0.06, 0.40, 0.02], [0.64, -1.19, 1.96], [0.98, -0.64, -0.41], [0.19, 1.05, 0.60], [0.68, -0.18, 0.41], [0.88, -1.81, 0.12], [-1.02, 0.24, 2.48], [-1.56, -0.93, -0.31], [-1.90, 0.43, 1.45], [-0.17, 0.88, 0.03]], "lowdin_charge": [-0.15, -0.18, 0.00, -0.01, -0.60, -0.18, 0.13, 0.97, 0.08, 0.11, 0.08, 0.14, 0.11, 0.07, 0.13, 0.06, 0.07, -0.01, 0.07, 0.10], "gap_ev": [8.62, 8.61], "charge": 1, "de_lowest_ev": 3.613, "e_tot_ha": -604.546457}